Entry 1:
A structure of composition C6H19AgBrN5O3. Source: the Open Molecules 2025 dataset; level of theory: wB97M-V/def2-TZVPD.

Calculated values
LUMO level (alpha / beta) = -5.5 / -8.8 eV
multiplicity = 2
⟨S²⟩ = 0.75
net charge = +1
F_max = 5.0 eV Å⁻¹

Positions of all 35 atoms, in Å:
Ag (-1.9095, -2.6734, -4.4322)
Br (-1.7244, -0.8204, -2.1174)
C (3.4555, -1.0866, -0.0202)
C (1.9636, -0.9225, 0.0991)
C (1.3659, -0.3359, 1.4169)
O (1.9045, 0.9677, 1.4821)
C (1.4911, 1.7179, 2.6217)
N (1.4802, -0.2059, -1.0425)
H (3.8544, -0.0803, 0.1076)
H (3.7448, -1.6377, -0.9150)
H (3.8057, -1.6000, 0.8753)
H (1.5194, -1.9139, 0.0106)
H (1.6771, -0.7642, 2.3697)
H (0.2946, -0.1494, 1.3416)
H (0.4319, 1.5280, 2.7949)
H (1.5773, 2.7666, 2.3371)
H (1.9976, 1.4768, 3.5563)
H (0.5006, -0.0806, -0.8308)
H (1.9294, 0.6714, -0.8219)
C (-1.8105, -2.4217, 2.0128)
O (-1.3585, -2.8039, 3.0265)
N (-2.7229, -1.5001, 2.0099)
N (-1.6148, -3.0197, 0.8200)
H (-2.8540, -1.0665, 2.9126)
H (-3.1572, -1.1426, 1.1710)
H (-1.9904, -2.6109, -0.0237)
H (-0.9425, -3.7725, 0.7814)
C (-1.5678, 3.1577, -2.6837)
O (-1.4593, 4.4046, -2.6595)
N (-0.7823, 2.3630, -1.9809)
N (-2.4679, 2.5655, -3.4008)
H (-0.8318, 1.3562, -2.0441)
H (-0.0004, 2.8623, -1.5815)
H (-3.1609, 3.2010, -3.7694)
H (-2.6383, 1.5702, -3.4234)

***

Entry 2:
A cluster of 2 separate species, C2H4NS in total. Source: the Open Molecules 2025 dataset; level of theory: wB97M-V/def2-TZVPD.

Calculated values
ΔE to the lowest compared entry with this formula, charge and spin = 182.4 kcal per mole
LUMO level (alpha / beta) = -6.2 / -5.8 eV
multiplicity = 3
⟨S²⟩ = 2.02
net charge = +1
F_max = 2.7 eV Å⁻¹

Positions of all 8 atoms, in Å:
C (1.0195, 0.6160, -0.5287)
C (-0.3822, 0.7698, 1.9681)
N (0.2127, -0.4641, -1.0859)
S (0.6001, 1.7922, 2.6687)
H (0.7428, -1.3706, -1.0735)
H (0.1234, 0.0028, -2.0132)
H (-0.8075, -0.2563, -0.7061)
H (-0.1785, 1.9900, 3.7649)

***

Entry 3:
An isolated molecule of C16H19N3O3. Source: the Open Molecules 2025 dataset; level of theory: wB97M-V/def2-TZVPD.

Calculated values
ΔE to the lowest compared entry with this formula, charge and spin = 8.6 kcal per mole
LUMO level = 0.6 eV
SMILES string = NC(=O)c1ccc(N2CCCCC2)c(N2C(=O)CCC2=O)c1
F_max = 0.7 eV Å⁻¹

Positions of all 41 atoms, in Å:
N (-3.6454, 1.3745, 2.5454)
C (-2.9255, 2.2849, 1.8379)
O (-3.2243, 3.4621, 1.8178)
C (-1.7611, 1.7325, 1.0997)
C (-0.7034, 2.5826, 0.7824)
C (0.4225, 2.1098, 0.1506)
C (0.5533, 0.7592, -0.2099)
N (1.6881, 0.2667, -0.8022)
C (2.5889, 1.1185, -1.5425)
C (3.8227, 1.5108, -0.7262)
C (4.5311, 0.2443, -0.2538)
C (3.5468, -0.6318, 0.5147)
C (2.3196, -0.9509, -0.3496)
C (-0.5707, -0.0617, 0.0191)
N (-0.6131, -1.3972, -0.4778)
C (-0.4050, -1.7085, -1.8123)
O (-0.1480, -0.9163, -2.6754)
C (-0.5719, -3.2084, -1.9629)
C (-0.9575, -3.7119, -0.5790)
C (-0.9534, -2.4823, 0.3063)
O (-1.1900, -2.4345, 1.4848)
C (-1.6906, 0.4107, 0.6762)
H (-3.3088, 0.4420, 2.7044)
H (-4.4040, 1.7138, 3.1131)
H (-0.7781, 3.6204, 1.0695)
H (1.2357, 2.7907, -0.0435)
H (2.0451, 1.9941, -1.8957)
H (2.9129, 0.5507, -2.4238)
H (4.4907, 2.1178, -1.3388)
H (3.5211, 2.1019, 0.1408)
H (5.3825, 0.4981, 0.3803)
H (4.9081, -0.3056, -1.1197)
H (3.2159, -0.1071, 1.4138)
H (4.0233, -1.5645, 0.8208)
H (1.6231, -1.5431, 0.2424)
H (2.6292, -1.5365, -1.2252)
H (-1.3311, -3.4061, -2.7197)
H (0.3657, -3.6323, -2.3239)
H (-0.2573, -4.4436, -0.1748)
H (-1.9501, -4.1626, -0.5505)
H (-2.5267, -0.2590, 0.8105)

***

Entry 4:
A cluster of 2 separate species, C9H12N3S2 in total. Source: the Open Molecules 2025 dataset; level of theory: wB97M-V/def2-TZVPD.

Calculated values
ΔE to the lowest compared entry with this formula, charge and spin = 43.6 kcal per mole
LUMO level = -3.3 eV
net charge = +1
F_max = 6.1 eV Å⁻¹

Positions of all 26 atoms, in Å:
C (-0.2558, -0.0838, -4.0537)
C (-1.5958, -0.1413, -3.6779)
C (0.8481, 0.1551, -3.1846)
C (-1.9749, -0.3386, -2.3729)
C (0.3705, 0.2417, -1.8139)
C (-0.9857, 0.0216, -1.4209)
C (0.3261, 0.1938, 0.3954)
C (0.2804, -1.1497, 2.8391)
C (0.2523, 0.3848, 2.6640)
N (1.0817, 0.3421, -0.6734)
N (-0.9582, -0.0643, -0.0236)
N (1.2570, 1.2052, 3.0303)
S (1.6256, -1.8053, 1.8765)
S (-1.3639, 0.9044, 2.9303)
H (-0.0431, -0.0400, -5.1134)
H (-2.3889, -0.3024, -4.3314)
H (1.8424, 0.4341, -3.2714)
H (-2.8806, -0.7210, -2.0894)
H (-0.5881, -1.5073, 2.2432)
H (0.3294, -1.4008, 3.8495)
H (-1.7437, -0.2623, 0.7076)
H (1.1363, 2.2760, 3.0359)
H (2.0912, 0.4944, -0.5471)
H (2.2019, 0.9980, 3.0130)
H (2.4038, -2.0412, 2.9330)
H (-1.2678, 2.2067, 3.0559)

***

Entry 5:
A structure of composition C35H61AlClNO15P. Source: the Open Molecules 2025 dataset; level of theory: wB97M-V/def2-TZVPD.

Calculated values
ΔE to the lowest compared entry with this formula, charge and spin = 0.0 kcal per mole
LUMO level = 1.8 eV
net charge = -1
F_max = 1.1 eV Å⁻¹

Positions of all 115 atoms, in Å:
C (1.0495, -3.0946, 4.2434)
C (1.2128, -2.2312, 3.0106)
C (2.5783, -1.5962, 2.9491)
Cl (3.1208, -1.4282, 1.2211)
Al (2.6557, 0.1705, 3.9519)
N (0.9461, 0.7158, 4.4897)
C (3.5901, 1.6577, 2.9266)
O (2.9443, 2.0697, 1.6957)
C (3.6971, 1.9751, 0.5276)
P (3.9392, -0.1973, 5.9360)
C (5.6710, -0.1581, 5.2581)
C (3.9037, 1.4716, 6.7379)
H (0.8064, -4.1052, 3.9643)
H (0.2665, -2.7358, 4.8795)
H (1.9552, -3.1305, 4.8152)
H (0.4533, -1.4718, 2.9833)
H (1.0840, -2.8427, 2.1420)
H (3.2748, -2.2759, 3.3858)
H (0.2480, 0.6028, 3.7594)
H (0.9822, 1.7074, 4.7056)
H (4.6223, 1.3985, 2.7327)
H (3.6350, 2.5147, 3.5734)
H (4.4616, 1.2220, 0.6071)
H (3.0595, 1.6915, -0.2953)
H (4.1608, 2.9232, 0.2836)
H (5.6955, -0.7056, 4.3403)
H (5.9684, 0.8483, 5.0424)
H (6.3709, -0.5862, 5.9509)
H (4.3458, 2.1813, 6.0887)
H (4.4335, 1.4598, 7.6718)
H (2.8823, 1.7496, 6.8970)
O (5.0973, 4.4043, 5.5211)
C (5.7476, 4.5548, 6.5066)
O (5.2180, 4.4908, 7.7559)
C (6.2066, 4.8087, 8.7434)
C (7.5540, 4.5397, 8.0713)
C (7.2365, 4.8657, 6.6074)
H (6.0878, 5.8582, 9.0238)
H (6.0228, 4.1888, 9.6166)
H (8.3673, 5.1216, 8.4999)
H (7.8057, 3.4839, 8.1657)
H (7.3780, 5.9221, 6.3768)
H (7.7906, 4.2646, 5.8941)
O (0.2825, 2.2025, -4.5131)
C (0.2779, 1.8293, -3.3681)
O (-0.0919, 2.6423, -2.3654)
C (0.0882, 1.9817, -1.0820)
C (0.0735, 0.4901, -1.3990)
C (0.6724, 0.4757, -2.8100)
H (1.0387, 2.3093, -0.6613)
H (-0.7141, 2.2994, -0.4236)
H (0.6101, -0.1047, -0.6662)
H (-0.9523, 0.1234, -1.4353)
H (1.7624, 0.4229, -2.7874)
H (0.2842, -0.3250, -3.4315)
O (-1.3193, -3.2023, -3.7652)
C (-0.2245, -3.5637, -3.4246)
O (0.5439, -2.8420, -2.5960)
C (1.8428, -3.4494, -2.4406)
C (1.6313, -4.9220, -2.7830)
C (0.5131, -4.8326, -3.8287)
H (2.5367, -2.9573, -3.1236)
H (2.1685, -3.2774, -1.4184)
H (2.5379, -5.4107, -3.1298)
H (1.2741, -5.4562, -1.9032)
H (0.8992, -4.6887, -4.8386)
H (-0.1676, -5.6786, -3.8273)
O (-0.9475, -0.9445, 0.8652)
C (-1.8652, -0.4219, 1.4293)
O (-1.6973, 0.6330, 2.2576)
C (-2.9418, 0.9928, 2.8816)
C (-4.0270, 0.4490, 1.9471)
C (-3.3371, -0.7919, 1.3713)
H (-2.9696, 0.5358, 3.8721)
H (-2.9601, 2.0727, 2.9943)
H (-4.9704, 0.2507, 2.4503)
H (-4.2173, 1.1647, 1.1476)
H (-3.4890, -1.6764, 1.9926)
H (-3.6239, -1.0082, 0.3471)
O (-5.2861, -1.2609, -1.2477)
C (-5.5781, -2.4188, -1.1632)
O (-6.8216, -2.8314, -0.8126)
C (-6.8579, -4.2672, -0.7012)
C (-5.6879, -4.7659, -1.5493)
C (-4.6789, -3.6199, -1.3925)
H (-6.7463, -4.5290, 0.3526)
H (-7.8294, -4.6083, -1.0478)
H (-5.3184, -5.7382, -1.2331)
H (-5.9976, -4.8484, -2.5922)
H (-4.0426, -3.7521, -0.5160)
H (-4.0502, -3.4710, -2.2621)
O (-6.2186, -5.7485, -6.8275)
C (-6.2676, -4.6371, -6.3881)
O (-7.4138, -4.1188, -5.8804)
C (-7.2234, -2.7403, -5.5002)
C (-5.7208, -2.5924, -5.2828)
C (-5.1566, -3.6008, -6.2873)
H (-7.5909, -2.1078, -6.3100)
H (-7.8141, -2.5462, -4.6096)
H (-5.3654, -1.5745, -5.4179)
H (-5.4624, -2.9021, -4.2701)
H (-5.0100, -3.1643, -7.2759)
H (-4.2322, -4.0700, -5.9652)
O (-2.7340, 7.1334, -7.6592)
C (-1.9306, 6.3247, -7.2879)
O (-2.1043, 5.5938, -6.1709)
C (-0.9448, 4.7619, -5.9108)
C (-0.2592, 4.6140, -7.2658)
C (-0.6057, 5.9475, -7.9378)
H (-0.3160, 5.2709, -5.1809)
H (-1.2694, 3.8221, -5.4851)
H (0.8046, 4.4128, -7.1777)
H (-0.7127, 3.7918, -7.8191)
H (0.1168, 6.7298, -7.7019)
H (-0.7219, 5.8858, -9.0155)

***

Entry 6:
An isolated molecule of C2H4N4O2. Source: the Open Molecules 2025 dataset; level of theory: wB97M-V/def2-TZVPD.

Calculated values
ΔE to the lowest compared entry with this formula, charge and spin = 98.0 kcal per mole
LUMO level = 0.3 eV
SMILES string = [H]/N=c1\nc(N)on1O
F_max = 5.1 eV Å⁻¹

Positions of all 12 atoms, in Å:
H (1.8796, -2.5273, 0.3289)
N (1.5718, -1.7406, -0.2963)
C (0.6954, -0.7883, -0.0253)
N (0.1481, -0.4112, 1.1342)
C (-0.7073, 0.5358, 0.9231)
N (-1.3032, 1.2972, 1.8984)
O (-0.8620, 0.7866, -0.3092)
N (0.3274, 0.2927, -0.9519)
O (0.2512, -0.1068, -2.2894)
H (-0.7194, 1.1961, 2.9506)
H (-1.3657, 2.4121, 1.6592)
H (-0.0449, -1.0708, -2.0276)

***

Entry 7:
An isolated molecule of C3H3NO. Source: the Open Molecules 2025 dataset; level of theory: wB97M-V/def2-TZVPD.

Calculated values
ΔE to the lowest compared entry with this formula, charge and spin = 39.7 kcal per mole
LUMO level = 0.8 eV
SMILES string = N#C[C@@H]1CO1
F_max = 4.2 eV Å⁻¹

Positions of all 8 atoms, in Å:
N (-2.2779, 0.0692, -0.2163)
C (-1.1444, -0.0061, 0.0812)
C (0.2359, -0.0836, 0.5099)
C (1.3141, 0.6242, -0.1433)
O (1.2613, -0.7213, -0.3130)
H (0.2869, -0.2646, 1.6350)
H (1.9827, 1.1000, 0.6678)
H (1.1514, 1.2435, -0.9714)

***

Entry 8:
A cluster of 14 separate species, C40H119N12O13 in total. Source: the Open Molecules 2025 dataset; level of theory: wB97M-V/def2-TZVPD.

Calculated values
LUMO level = 2.2 eV
net charge = -1
F_max = 3.8 eV Å⁻¹

Positions of all 184 atoms, in Å:
N (0.7837, -0.4524, 0.1656)
H (0.8412, -1.4508, 0.1899)
H (2.4821, 0.5280, 0.2714)
H (0.1803, -0.2376, 0.9718)
H (0.1638, -0.3150, -0.6421)
N (6.0073, 0.2273, -4.4403)
H (5.1152, -0.2035, -4.4900)
H (5.9054, 0.8988, -5.1936)
H (6.7775, -0.4341, -4.7509)
H (5.6930, 0.8636, -2.4957)
N (1.9029, -4.1024, 2.0863)
H (1.6248, -4.6469, 2.8841)
H (-0.2690, -3.4320, -0.3054)
H (1.1918, -4.0624, 1.3655)
H (2.7250, -4.4523, 1.6252)
O (-0.2811, -3.5453, -1.3714)
C (-0.9770, -4.7842, -1.2722)
C (-1.6832, -4.8714, 0.0673)
O (-0.9219, -4.3676, 1.1027)
H (-0.2889, -5.6232, -1.3938)
H (-1.7698, -4.8391, -2.1433)
H (-2.0663, -5.8906, 0.0951)
H (-2.6229, -4.2912, -0.0751)
O (3.4177, 0.8670, 0.3761)
C (4.2768, -0.2154, -0.0974)
C (5.5562, 0.3397, -0.6706)
O (5.2959, 1.2163, -1.7583)
H (3.7915, -0.7029, -0.9618)
H (4.5110, -0.9574, 0.6880)
H (6.1112, -0.5405, -1.0092)
H (6.1066, 0.9466, -0.0223)
C (4.1929, 4.6641, -5.5782)
C (3.9479, 3.4348, -6.4283)
C (4.9886, 3.1372, -7.5400)
O (5.0700, 4.1228, -8.5449)
C (4.0702, 4.1403, -9.5790)
N (3.9234, 2.2521, -5.6402)
H (4.2925, 5.4689, -6.3310)
H (5.1342, 4.5984, -5.0515)
H (3.2708, 4.7149, -4.9451)
H (2.9779, 3.6818, -6.9729)
H (4.6531, 2.2705, -8.0339)
H (5.9280, 3.0180, -6.9883)
H (4.1184, 5.0898, -10.0851)
H (3.0785, 3.9628, -9.1867)
H (4.3127, 3.3361, -10.2921)
H (3.7907, 2.4323, -4.6674)
H (3.2257, 1.5875, -5.8547)
C (-1.8096, 4.1572, -0.9151)
C (-1.7859, 3.6362, 0.5106)
C (-3.1392, 3.5802, 1.1522)
O (-3.4347, 4.8197, 1.7388)
C (-4.6183, 4.6632, 2.4881)
N (-1.2497, 2.1956, 0.3423)
H (-0.7853, 4.2638, -1.2458)
H (-2.3294, 5.0991, -0.9975)
H (-2.2603, 3.5119, -1.5954)
H (-1.1117, 4.2826, 1.0841)
H (-3.2319, 2.7770, 1.9361)
H (-3.8538, 3.2994, 0.3606)
H (-4.6945, 5.6259, 3.0914)
H (-4.4540, 3.8500, 3.1877)
H (-5.5281, 4.3887, 1.9187)
H (-1.3592, 1.6226, 1.1889)
H (-0.2624, 2.2695, 0.3339)
C (2.0808, 2.0370, 5.0549)
C (0.9238, 2.3802, 4.1912)
C (0.9819, 3.8698, 3.7526)
O (1.0896, 4.8815, 4.7549)
C (-0.0620, 5.0081, 5.5599)
N (0.7954, 1.5380, 2.9562)
H (2.3282, 2.7695, 5.8812)
H (3.0539, 2.0239, 4.6064)
H (2.0088, 1.0405, 5.5036)
H (0.0763, 2.2901, 4.8431)
H (0.1202, 4.0969, 3.0874)
H (1.8843, 4.0351, 3.1534)
H (-0.9855, 5.1070, 4.9212)
H (0.1596, 5.8816, 6.2036)
H (-0.1915, 4.1238, 6.2066)
H (1.7106, 1.6336, 2.5018)
H (0.6437, 0.5111, 3.1270)
C (2.2422, 4.4003, 0.3669)
C (2.9041, 4.6109, -0.9861)
C (4.4064, 4.7823, -0.6811)
O (5.1654, 5.1849, -1.7855)
C (6.5046, 5.0479, -1.4202)
N (2.6414, 3.4551, -1.8321)
H (2.7659, 3.7256, 1.0245)
H (1.2380, 4.0190, 0.1637)
H (2.0986, 5.2626, 1.0031)
H (2.4834, 5.4565, -1.5131)
H (4.8531, 3.8177, -0.3672)
H (4.5769, 5.4080, 0.1736)
H (6.7904, 5.7798, -0.6508)
H (7.1691, 5.1564, -2.3363)
H (6.6527, 4.0199, -0.9974)
H (2.9019, 3.7926, -2.7844)
H (3.2885, 2.7053, -1.5952)
C (-2.8182, -0.9123, -3.1484)
C (-2.9049, -0.2760, -1.7977)
C (-4.3133, 0.1510, -1.4744)
O (-4.6453, 1.1666, -2.4473)
C (-5.7909, 1.9728, -2.1504)
N (-2.4618, -1.3167, -0.9176)
H (-1.7865, -1.1655, -3.3654)
H (-3.2627, -0.2062, -3.8892)
H (-3.3118, -1.8284, -3.0670)
H (-2.2575, 0.6152, -1.7685)
H (-4.4163, 0.4651, -0.4236)
H (-5.0248, -0.6994, -1.5068)
H (-6.6783, 1.3793, -2.0458)
H (-5.8568, 2.6325, -2.9873)
H (-5.7600, 2.5973, -1.2973)
H (-2.1131, -1.0011, 0.0034)
H (-1.7219, -1.7651, -1.3938)
C (-4.8623, -4.8571, 3.5618)
C (-5.2566, -4.4080, 2.1437)
C (-4.5902, -3.1405, 1.6824)
O (-4.8494, -1.9908, 2.5469)
C (-6.1065, -1.4235, 2.5638)
N (-5.1570, -5.4960, 1.2143)
H (-4.3587, -4.0447, 4.1253)
H (-4.1465, -5.6965, 3.4867)
H (-5.6943, -5.2846, 4.1559)
H (-6.3367, -4.1947, 2.2061)
H (-4.8354, -2.9254, 0.6204)
H (-3.5140, -3.2659, 1.7386)
H (-6.8289, -2.1471, 2.9282)
H (-6.4259, -1.0755, 1.6045)
H (-6.0378, -0.5954, 3.2481)
H (-5.5766, -5.2701, 0.3262)
H (-4.1247, -5.6015, 1.0151)
C (-1.9903, -0.6996, 3.8732)
C (-0.7124, -1.4912, 3.9773)
C (-0.8802, -2.8323, 4.6223)
O (-1.2678, -2.7322, 6.0100)
C (-0.1758, -2.8493, 6.9230)
N (-0.2367, -1.7321, 2.5911)
H (-1.9176, 0.1814, 3.3271)
H (-2.4110, -0.5351, 4.8811)
H (-2.7784, -1.2761, 3.3502)
H (0.0632, -0.9375, 4.5323)
H (-0.0034, -3.3842, 4.4939)
H (-1.7473, -3.3988, 4.1989)
H (0.4634, -3.6905, 6.7345)
H (-0.6048, -3.0315, 7.8944)
H (0.4278, -1.9442, 6.9061)
H (0.7292, -1.9898, 2.6346)
H (-0.7546, -2.5464, 2.3181)
C (-1.2332, -9.0181, 2.9055)
C (-1.2569, -7.5214, 2.3829)
C (-0.9350, -6.5593, 3.5801)
O (-1.7852, -6.7823, 4.7012)
C (-1.8239, -5.7816, 5.6539)
N (-0.1961, -7.3051, 1.4347)
H (-1.8050, -9.2193, 3.8171)
H (-0.1919, -9.1929, 3.1548)
H (-1.5273, -9.6470, 2.0721)
H (-2.2524, -7.1882, 2.0274)
H (-1.1864, -5.5227, 3.1513)
H (0.1420, -6.6411, 3.7873)
H (-2.1131, -6.3752, 6.5279)
H (-2.5655, -5.0330, 5.4654)
H (-0.8821, -5.3556, 5.8636)
H (-0.1805, -6.2637, 1.1559)
H (-0.3943, -7.9128, 0.6632)
C (-1.1902, 2.6086, -4.6583)
C (0.0377, 1.9057, -5.1716)
C (0.7156, 1.1217, -4.0205)
O (1.7887, 0.3300, -4.5598)
C (2.2462, -0.5142, -3.5241)
N (-0.2663, 1.1112, -6.3769)
H (-0.9386, 3.4854, -3.9990)
H (-1.8848, 1.8466, -4.2178)
H (-1.6482, 3.0658, -5.5425)
H (0.7093, 2.6881, -5.5469)
H (0.0107, 0.3993, -3.5081)
H (1.1338, 1.8169, -3.3538)
H (2.7476, 0.0824, -2.7194)
H (3.0722, -1.0517, -3.8817)
H (1.5413, -1.1920, -3.1236)
H (-0.8112, 0.2672, -6.0261)
H (0.5964, 0.5692, -6.6164)